# 1
Formula: C8H10
Source: the OMol25 dataset
Level of theory: ωB97M-V/def2-TZVPD

Summary:
- ΔE to the lowest compared entry with this formula, charge and spin: 2.844 eV
- Orbital gap: 9.55 eV
- LUMO energy: 1.106 eV
- HOMO energy: -8.44 eV

CARTESIAN COORDINATES (ANGSTROEM)
C -1.68 -0.65 0.48
C -0.65 -1.54 0.44
C 0.44 -1.50 -0.55
C 1.67 -0.68 -0.24
C 1.71 0.58 0.28
C 0.49 1.53 0.33
C -0.81 1.54 -0.37
C -1.70 0.56 -0.37
H -2.56 -0.99 1.08
H -0.62 -2.41 1.09
H 0.02 -0.94 -1.38
H 0.71 -2.54 -0.84
H 2.70 -1.05 -0.45
H 2.62 1.00 0.75
H 0.36 1.52 1.47
H 0.92 2.55 0.27
H -0.98 2.39 -1.05
H -2.64 0.61 -0.93

# 2
Formula: C12H18O9
Source: the OMol25 dataset
Level of theory: ωB97M-V/def2-TZVPD

Summary:
- ΔE to the lowest compared entry with this formula, charge and spin: 2.785 eV
- Orbital gap: 11.02 eV
- LUMO energy: 0.423 eV
- HOMO energy: -10.59 eV

CARTESIAN COORDINATES (ANGSTROEM)
C -0.75 -2.22 1.18
C -1.73 -3.20 1.73
C -3.23 -3.06 1.50
O -3.70 -4.27 1.09
C -2.68 -5.11 0.91
O -2.81 -6.34 0.71
O -1.50 -4.52 1.14
H 0.20 -2.42 1.68
H -1.12 -1.20 1.11
H -0.46 -2.48 0.16
H -1.59 -3.31 2.81
H -3.43 -2.27 0.77
H -3.72 -2.82 2.44
C 3.02 4.53 3.46
C 2.67 4.43 1.95
C 2.56 2.96 1.48
O 1.38 3.04 0.64
C 0.80 4.32 0.59
O -0.18 4.65 -0.14
O 1.44 5.09 1.49
H 3.80 5.28 3.58
H 3.42 3.61 3.87
H 2.15 4.67 4.10
H 3.44 5.00 1.41
H 2.47 2.20 2.25
H 3.41 2.72 0.84
C -1.14 -0.32 -4.69
C -0.90 -0.93 -3.27
C 0.47 -1.52 -3.26
O 1.13 -1.13 -2.12
C 0.39 -0.20 -1.53
O 0.77 0.47 -0.51
O -0.69 0.09 -2.26
H -0.42 -0.61 -5.45
H -1.09 0.75 -4.49
H -2.17 -0.27 -5.05
H -1.65 -1.59 -2.84
H 1.17 -1.43 -4.09
H 0.28 -2.60 -3.22

# 3
Formula: C2H4NP
Source: the OMol25 dataset
Level of theory: ωB97M-V/def2-TZVPD

Summary:
- ΔE to the lowest compared entry with this formula, charge and spin: 3.691 eV
- Orbital gap: 8.77 eV
- LUMO energy: 0.084 eV
- HOMO energy: -8.69 eV

CARTESIAN COORDINATES (ANGSTROEM)
C 1.07 0.15 -1.11
C -0.09 -0.35 -0.81
N -0.79 0.60 0.84
P -1.25 -0.44 1.91
H 1.74 -0.35 -1.94
H 1.43 1.05 -0.85
H -0.80 -1.24 -0.89
H -1.31 0.58 2.85

# 4
Formula: C24H46N2O4PS4SbScSi3
Source: the OMol25 dataset
Level of theory: ωB97M-V/def2-TZVPD

Summary:
- ΔE to the lowest compared entry with this formula, charge and spin: 0.000 eV
- Total charge: +1
- Orbital gap: 7.19 eV
- LUMO energy: -2.873 eV
- HOMO energy: -10.06 eV

CARTESIAN COORDINATES (ANGSTROEM)
Sc -1.32 0.83 0.71
O 1.61 1.26 3.34
C 0.65 1.38 2.60
O 0.47 0.75 1.48
C -0.45 2.36 2.99
C -0.38 3.05 4.19
C -1.37 3.98 4.47
C -2.39 4.18 3.56
C -2.41 3.43 2.40
N -1.46 2.53 2.11
H 0.45 2.85 4.85
H -1.34 4.54 5.40
H -3.16 4.92 3.73
H -3.20 3.53 1.67
O -5.39 -1.93 -4.34
C -4.70 -1.52 -3.45
S -5.29 -0.47 -2.14
C -3.78 -0.34 -1.25
C -2.73 -1.00 -1.79
S -1.12 -1.05 -1.11
S -2.97 -1.89 -3.29
S -3.83 0.58 0.20
O -0.74 1.53 -0.87
N -0.46 0.43 -1.72
C 0.30 -1.72 4.12
C -0.75 -2.42 3.26
P -1.91 -1.30 2.38
C -3.04 -2.52 1.56
C -3.18 -3.92 2.17
C -2.94 -0.57 3.73
C -3.76 -1.52 4.60
H 0.97 -2.46 4.57
H -0.16 -1.16 4.94
H 0.91 -1.04 3.54
H -1.33 -3.11 3.88
H -0.25 -3.01 2.49
H -2.69 -2.63 0.53
H -4.02 -2.03 1.49
H -2.24 -4.46 2.14
H -3.91 -4.49 1.59
H -3.53 -3.88 3.20
H -3.61 0.15 3.25
H -2.25 0.01 4.36
H -4.54 -2.00 4.02
H -4.24 -0.96 5.41
H -3.13 -2.29 5.06
C -0.08 -0.12 -5.12
Si 1.18 1.10 -4.43
C 2.78 1.07 -5.43
C 0.51 2.84 -4.12
Sb 1.62 0.26 -1.98
Si 2.43 -2.25 -1.76
C 1.09 -3.50 -2.15
C 3.05 -2.30 0.02
C 3.79 -2.25 -3.06
Si 3.06 2.08 -0.71
C 4.10 1.30 0.64
C 4.19 2.48 -2.17
C 1.92 3.51 -0.25
H -0.40 0.17 -6.12
H -0.96 -0.16 -4.48
H 0.35 -1.12 -5.17
H 2.58 1.43 -6.44
H 3.17 0.06 -5.51
H 3.55 1.70 -5.00
H -0.08 3.20 -4.96
H 1.32 3.55 -3.95
H -0.13 2.82 -3.24
H 0.46 -3.70 -1.28
H 1.54 -4.44 -2.47
H 0.44 -3.16 -2.96
H 2.37 -1.76 0.68
H 4.04 -1.84 0.10
H 3.14 -3.33 0.39
H 3.37 -2.26 -4.06
H 4.43 -3.13 -2.96
H 4.43 -1.37 -2.97
H 4.66 0.45 0.25
H 3.51 0.97 1.49
H 4.83 2.04 1.00
H 4.58 1.56 -2.61
H 5.05 3.08 -1.85
H 3.67 3.04 -2.95
H 1.12 3.16 0.40
H 1.46 3.94 -1.14
H 2.48 4.29 0.27

# 5
Formula: C30H63Cl28N3O2P
Source: the OMol25 dataset
Level of theory: ωB97M-V/def2-TZVPD

Summary:
- Total charge: -1
- Orbital gap: 6.39 eV
- LUMO energy: 1.593 eV
- HOMO energy: -4.80 eV

CARTESIAN COORDINATES (ANGSTROEM)
C 4.25 -2.65 -1.07
C 3.39 -2.55 -2.46
C 2.60 -1.09 -2.43
C 1.14 -1.22 -1.61
C 0.83 0.27 -1.04
P -0.68 0.50 0.11
N -1.68 1.29 -1.14
C -1.52 -1.15 -0.37
C -1.05 -2.45 0.57
C -1.19 -3.89 -0.25
C -1.32 -5.11 0.87
N -0.51 -6.34 0.52
C 0.71 -6.51 1.39
C 1.61 -5.30 2.05
O 1.14 -7.77 1.62
O -1.95 0.64 1.35
C -3.08 1.46 0.85
N -4.31 1.71 0.43
C 0.02 2.14 0.81
C 0.88 3.07 -0.21
C 1.07 1.77 2.05
C 0.28 1.55 3.48
H 4.41 -3.80 -0.81
H 3.62 -2.08 -0.24
H 5.26 -2.06 -1.19
H 2.59 -3.44 -2.54
H 4.03 -2.60 -3.44
H 3.26 -0.20 -2.05
H 2.32 -0.86 -3.57
H 1.35 -2.04 -0.79
H 0.39 -1.60 -2.45
H 1.79 0.51 -0.37
H 0.78 0.97 -2.01
H 0.09 -0.19 1.14
H -1.51 2.29 -1.27
H -1.52 0.82 -2.09
H -1.56 -1.39 -1.51
H -2.68 -1.08 -0.08
H -1.75 -2.51 1.50
H 0.06 -2.36 0.94
H -2.08 -3.89 -1.02
H -0.15 -4.06 -0.80
H -1.12 -4.70 1.96
H -2.47 -5.43 0.84
H -0.17 -6.34 -0.47
H 1.62 -4.36 1.35
H 2.72 -5.65 2.26
H 1.13 -5.02 3.09
H -0.77 2.85 1.32
H 0.54 3.06 -1.33
H 0.94 4.18 0.23
H 2.00 2.68 -0.21
H 1.71 2.77 2.19
H 1.84 0.94 1.77
H -0.43 2.50 3.60
H 0.98 1.56 4.43
H -0.42 0.62 3.50
C -0.47 6.52 -1.64
Cl -1.31 4.96 -1.75
Cl -1.61 7.84 -1.40
H 0.22 6.49 -0.79
H 0.09 6.69 -2.56
C -0.71 5.93 3.14
Cl 0.13 6.60 1.74
Cl 0.32 4.79 4.02
H -0.99 6.75 3.81
H -1.61 5.41 2.80
C -5.03 -4.39 -1.15
Cl -4.62 -3.15 -2.34
Cl -4.80 -3.79 0.49
H -6.08 -4.67 -1.28
H -4.39 -5.26 -1.31
C -0.23 10.64 -2.98
Cl -0.64 12.36 -2.95
Cl 1.49 10.40 -2.65
H -0.81 10.12 -2.22
H -0.46 10.24 -3.97
C 1.63 8.88 4.77
Cl 0.70 7.78 5.79
Cl 0.58 10.08 4.01
H 2.37 9.39 5.38
H 2.13 8.30 3.98
C 3.74 7.21 -3.04
Cl 2.32 6.52 -3.85
Cl 3.55 7.18 -1.28
H 4.62 6.62 -3.31
H 3.87 8.24 -3.36
C -5.65 -6.46 3.72
Cl -6.41 -6.12 2.15
Cl -3.99 -5.87 3.76
H -6.23 -5.96 4.50
H -5.65 -7.54 3.88
C 4.96 -4.32 4.05
Cl 4.03 -5.42 5.08
Cl 3.91 -3.12 3.29
H 5.71 -3.81 4.66
H 5.46 -4.90 3.27
C 6.10 -2.73 -6.14
Cl 5.83 -1.24 -5.22
Cl 5.59 -4.15 -5.21
H 5.53 -2.69 -7.07
H 7.17 -2.82 -6.36
C -2.87 -2.62 -5.70
Cl -2.08 -2.19 -4.18
Cl -2.41 -4.25 -6.21
H -3.95 -2.59 -5.56
H -2.57 -1.91 -6.47
C 1.99 -0.22 7.26
Cl 1.49 1.45 7.58
Cl 1.33 -0.79 5.72
H 3.08 -0.26 7.22
H 1.62 -0.86 8.07
C -4.68 -10.10 6.09
Cl -5.17 -8.43 6.41
Cl -5.34 -10.67 4.55
H -3.59 -10.14 6.05
H -5.05 -10.74 6.90
C 4.53 7.80 -7.20
Cl 5.14 6.68 -5.97
Cl 3.16 8.73 -6.58
H 5.33 8.50 -7.47
H 4.21 7.24 -8.08
C -8.45 -1.99 -2.83
Cl -7.85 -2.45 -4.42
Cl -8.19 -3.29 -1.66
H -7.92 -1.10 -2.49
H -9.52 -1.79 -2.89

# 6
Formula: C37H84ClN2O17PS
Source: the OMol25 dataset
Level of theory: ωB97M-V/def2-TZVPD

Summary:
- Orbital gap: 7.13 eV
- LUMO energy: -0.570 eV
- HOMO energy: -7.70 eV

CARTESIAN COORDINATES (ANGSTROEM)
C 3.13 -6.72 1.30
C 1.57 -6.27 0.89
C 1.12 -4.83 1.62
C 1.07 -5.03 3.24
C 0.00 -3.93 0.86
N -1.15 -3.89 1.77
C -2.04 -5.04 2.00
C -1.84 -6.51 2.69
O -3.31 -4.96 1.51
C -1.55 -2.94 2.76
C -3.02 -2.11 2.69
O -1.08 -2.71 4.03
C 0.77 -2.45 0.57
C 1.45 -1.78 1.92
C 2.11 -2.47 -0.35
O 2.80 -3.71 -0.71
C 3.55 -3.61 -1.96
O 4.49 -2.48 -2.05
C 4.40 -1.82 -3.37
C 3.45 -0.46 -3.37
O 2.10 -0.78 -3.92
C -0.29 -1.30 0.01
N 0.32 -0.28 -0.98
Cl -0.81 0.00 1.29
S -1.77 -1.99 -0.90
O -3.00 -1.13 -0.41
O -1.66 -1.58 -2.42
O -1.95 -3.64 -0.77
C -0.66 -4.40 -0.55
C 0.02 -4.24 -1.99
C -0.95 -4.60 -3.30
O -0.33 -5.65 -4.18
P -1.24 -6.25 -0.73
O -2.91 -6.38 -1.14
O -0.17 -7.23 -1.63
H 3.05 -7.31 2.32
H 3.49 -7.42 0.40
H 3.85 -5.81 1.42
H 1.64 -6.00 -0.26
H 0.87 -7.16 1.14
H 2.23 -4.36 1.60
H 0.07 -4.96 3.80
H 1.48 -6.13 3.45
H 1.83 -4.34 3.86
H -1.58 -6.37 3.84
H -2.82 -7.19 2.70
H -1.01 -7.18 2.23
H -3.64 -2.55 3.62
H -2.90 -0.97 2.91
H -3.65 -2.39 1.75
H 1.88 -0.72 1.56
H 2.45 -2.33 2.27
H 0.83 -1.60 2.85
H 3.01 -1.79 0.05
H 1.99 -2.03 -1.46
H 2.78 -3.70 -2.84
H 4.22 -4.60 -2.02
H 5.51 -1.55 -3.71
H 3.97 -2.51 -4.23
H 3.97 0.35 -4.04
H 3.29 -0.14 -2.25
H 1.78 0.00 -4.49
H -0.44 0.42 -1.20
H 1.16 0.18 -0.56
H 0.40 -3.17 -2.31
H 0.98 -4.95 -2.13
H -1.03 -3.67 -4.06
H -2.05 -4.84 -3.05
H -0.54 -5.38 -5.14
H -2.97 -6.60 -2.13
H -0.65 -7.89 -2.24
C -3.39 2.60 0.10
C -2.49 3.14 -1.00
C -3.20 4.17 -1.85
O -2.05 2.06 -1.82
H -4.27 2.11 -0.33
H -2.87 1.85 0.70
H -3.73 3.40 0.76
H -1.59 3.59 -0.55
H -4.08 3.73 -2.35
H -2.54 4.54 -2.65
H -3.54 5.02 -1.25
H -2.84 1.66 -2.22
C 4.91 -0.16 0.78
C 5.40 1.14 0.15
C 5.59 2.22 1.20
O 4.45 1.58 -0.82
H 3.94 -0.02 1.27
H 4.76 -0.93 0.01
H 5.63 -0.54 1.51
H 6.34 0.96 -0.38
H 4.65 2.45 1.71
H 5.93 3.15 0.73
H 6.33 1.92 1.95
H 3.60 1.74 -0.36
C 1.70 2.56 5.14
C 2.60 3.09 4.05
C 1.89 4.12 3.19
O 3.04 2.01 3.22
H 0.82 2.06 4.72
H 2.22 1.80 5.74
H 1.36 3.36 5.80
H 3.50 3.54 4.50
H 1.01 3.68 2.70
H 2.55 4.49 2.40
H 1.55 4.98 3.79
H 2.25 1.61 2.82
C 0.99 9.10 1.64
C 0.99 7.66 1.18
C -0.11 7.40 0.16
O 0.79 6.80 2.30
H 0.04 9.36 2.13
H 1.78 9.27 2.39
H 1.15 9.79 0.80
H 1.96 7.41 0.74
H -1.10 7.60 0.59
H -0.11 6.35 -0.16
H 0.02 8.04 -0.73
H -0.07 7.01 2.70
C -4.99 8.08 3.37
C -3.87 8.13 2.34
C -4.21 7.29 1.12
O -2.67 7.64 2.93
H -5.16 7.06 3.72
H -4.73 8.68 4.25
H -5.93 8.47 2.95
H -3.69 9.17 2.04
H -4.35 6.24 1.39
H -3.39 7.32 0.39
H -5.12 7.65 0.63
H -2.82 6.72 3.20
C -3.76 -0.54 -7.02
C -3.26 -1.86 -6.46
C -3.73 -2.06 -5.03
O -1.84 -1.88 -6.50
H -3.38 0.31 -6.44
H -3.41 -0.40 -8.05
H -4.86 -0.49 -7.02
H -3.62 -2.68 -7.09
H -3.34 -1.27 -4.37
H -3.35 -3.01 -4.63
H -4.82 -2.07 -4.96
H -1.51 -1.15 -5.95

# 7
Formula: CH2BrClO
Source: the OMol25 dataset
Level of theory: ωB97M-V/def2-TZVPD

Summary:
- ΔE to the lowest compared entry with this formula, charge and spin: 4.712 eV
- Orbital gap (spin up / spin down): 8.77 / 7.09 eV
- LUMO energy (spin up / spin down): -0.541 / -1.677 eV
- HOMO energy (spin up / spin down): -9.31 / -8.76 eV

CARTESIAN COORDINATES (ANGSTROEM)
C -0.42 -0.64 -0.64
O -0.02 1.66 0.51
Cl 0.73 -1.20 0.38
Br 1.31 1.33 1.47
H -1.24 -0.39 -0.02
H -0.36 -0.77 -1.69

# 8
Formula: C4H8O2
Source: the OMol25 dataset
Level of theory: ωB97M-V/def2-TZVPD

Summary:
- ΔE to the lowest compared entry with this formula, charge and spin: 2.371 eV
- Orbital gap: 10.52 eV
- LUMO energy: 0.829 eV
- HOMO energy: -9.70 eV

CARTESIAN COORDINATES (ANGSTROEM)
O -1.45 -0.68 -1.59
C -0.24 -0.08 -1.20
C -0.28 0.35 0.22
C -0.17 -0.76 1.27
O 1.14 -0.32 1.66
C 1.08 0.79 0.76
H -1.39 -0.38 -2.48
H -0.10 0.79 -1.86
H 0.59 -0.78 -1.41
H -1.11 1.04 0.37
H -0.89 -0.69 2.09
H -0.16 -1.79 0.88
H 1.09 1.76 1.27
H 1.90 0.77 0.02